(1)
{
  "formula": "C29H57FMg2N6O8",
  "method": "the ωB97M-V functional and the def2-TZVPD basis",
  "symbols": ["Mg", "Mg", "F", "O", "O", "O", "O", "O", "O", "O", "O", "N", "N", "N", "N", "N", "N", "C", "C", "C", "C", "C", "C", "C", "C", "C", "C", "C", "C", "C", "C", "C", "C", "C", "C", "C", "C", "C", "C", "C", "C", "C", "C", "C", "C", "C", "H", "H", "H", "H", "H", "H", "H", "H", "H", "H", "H", "H", "H", "H", "H", "H", "H", "H", "H", "H", "H", "H", "H", "H", "H", "H", "H", "H", "H", "H", "H", "H", "H", "H", "H", "H", "H", "H", "H", "H", "H", "H", "H", "H", "H", "H", "H", "H", "H", "H", "H", "H", "H", "H", "H", "H", "H"],
  "positions_angstrom": [[9.086450, -1.533332, -1.583909], [3.034306, 0.304032, -3.462375], [-7.502556, -1.595237, 7.729721], [-6.597366, 4.304391, -1.865612], [-1.061229, -0.558511, 2.538929], [0.618599, -2.725098, -3.685192], [-4.306237, -2.610132, 9.093148], [3.398188, 4.463621, -3.532130], [1.154166, -0.556347, -3.626373], [-1.704755, -0.524216, 3.828626], [3.633288, 2.477466, -2.543932], [-1.026904, -1.271707, -3.062484], [-4.891909, -0.528441, -0.458538], [-0.157467, -1.230775, -0.932526], [-4.136811, -2.051388, 6.894296], [-2.471396, -1.025453, -1.256422], [-2.153807, 1.700712, -2.495705], [-3.711562, -2.677512, 8.058690], [-3.385941, -2.158546, 5.660446], [4.466616, -1.594903, -0.495909], [1.940382, 2.813824, -4.219058], [-0.112800, 0.112698, -0.278739], [-5.322901, -1.302385, 6.904954], [6.832421, -0.172046, -1.788624], [-1.341239, 0.678497, 1.911146], [5.429557, -0.135057, -2.381689], [-1.437123, 0.510968, 0.417798], [1.727870, 1.707356, 0.495505], [-2.508566, -0.542517, 0.134680], [0.391481, -1.574711, -3.506649], [3.228018, 2.912274, -1.173712], [-3.922106, -0.179165, 0.562756], [4.591609, -1.350072, -1.984047], [-1.832042, 1.935859, -0.070490], [-0.013358, -2.414205, -0.017291], [2.293466, -2.753393, -1.051159], [3.506700, -2.739696, -0.172101], [6.982423, 0.562494, -0.463244], [-6.942261, 3.525407, -2.867719], [-2.617195, 2.004963, -1.356905], [3.043126, 3.356758, -3.441952], [1.042375, -3.391869, -0.517915], [3.101831, 1.782297, -0.174880], [-1.283890, -1.200576, -1.762517], [1.205134, 0.258477, 0.407292], [-4.009784, 2.509666, -1.277891], [1.803152, 1.950952, 1.536972], [7.219952, -1.195010, -1.698087], [3.265399, 0.860139, -0.694016], [-1.176532, 1.418031, -2.426915], [-7.952193, 3.694794, -3.284241], [7.858114, 1.183607, -0.450613], [4.939933, 0.766008, -2.075213], [-5.738181, 0.002215, -0.366815], [-5.285977, -0.518758, 7.658476], [3.905441, 1.876472, 0.525902], [-3.093031, -1.165716, 5.330712], [-6.240506, 3.534867, -3.742683], [2.305631, 3.440648, -1.328666], [-4.132187, -0.709897, 1.476820], [-4.061495, 3.387316, -1.891293], [-2.226319, -1.384663, 0.733004], [-4.041183, 0.856617, 0.805280], [-2.291432, 1.024762, 2.271236], [2.074070, -1.790679, -1.452084], [-1.761034, -1.098468, -3.730153], [4.213633, -0.702181, 0.040274], [-4.683048, 1.808186, -1.724645], [1.277046, -4.060562, 0.290657], [-2.431455, 2.383958, 0.694908], [3.568322, -1.276772, -2.455238], [7.474820, 0.329624, -2.488300], [-0.960307, 2.560393, -0.165919], [3.936703, 3.632248, -0.821839], [0.123869, -2.136542, 1.011517], [5.112080, -2.186985, -2.411221], [-3.115625, -0.508051, -1.850073], [-2.499144, -2.770765, 5.803608], [-5.084607, -1.513576, -0.491987], [-5.521786, -0.886070, 5.923368], [5.541145, -0.097739, -3.465148], [4.038115, -3.665179, -0.291306], [2.583381, -3.368417, -1.878139], [3.267076, -2.685750, 0.876355], [-4.297895, 2.739908, -0.275308], [7.073499, -0.109187, 0.368263], [-0.621808, 1.437266, 2.189602], [1.831460, -0.257634, -0.288496], [-6.257993, -1.985486, 7.223868], [1.314997, -0.264783, 1.341130], [-4.013267, -2.615063, 4.890962], [1.130131, 2.422610, -0.030838], [0.994753, 3.169803, -3.859890], [0.004536, 0.819579, -1.082865], [5.426497, -1.897701, -0.117737], [6.141898, 1.200946, -0.285965], [1.857097, 1.716261, -4.197581], [2.032226, 3.135445, -5.237123], [-6.943067, 2.420706, -2.621142], [-0.932081, -2.975305, -0.036898], [-2.771767, -3.237973, 7.933181], [-1.000537, -0.239814, 4.423247], [0.562683, -3.993105, -1.261201]],
  "forces_ev_per_angstrom": [[2.020, -0.795, 0.172], [-0.926, -0.438, 0.762], [1.238, -0.748, -0.726], [0.396, -0.138, 0.355], [0.063, -0.057, 0.602], [0.422, -0.599, -0.265], [-0.167, 0.086, 0.046], [0.685, 1.626, 0.088], [1.551, 1.791, 0.170], [0.090, -0.123, -0.651], [-0.718, -1.571, 0.453], [0.435, 0.602, 0.814], [0.411, 0.446, -0.482], [-0.232, 0.042, 0.945], [-0.639, 0.181, -0.364], [-0.371, 1.430, 0.140], [0.419, -0.261, -0.500], [0.437, -0.150, 0.304], [-0.268, -0.298, 0.078], [-0.273, -0.554, -0.183], [-0.353, -1.284, -0.748], [-0.600, -0.501, -0.201], [2.172, 0.853, -0.391], [-0.458, 0.959, 0.020], [-0.029, -0.283, 0.341], [-0.247, -0.763, 0.142], [0.236, 0.823, -0.415], [0.695, -1.134, 0.007], [0.313, -0.560, 0.005], [-0.754, -0.354, 0.338], [0.313, 0.169, 0.071], [-0.832, -0.644, -0.203], [0.304, 0.746, -0.225], [-0.235, -0.420, -0.062], [-0.273, -0.230, -0.832], [0.137, -1.157, -0.198], [0.273, 0.587, 0.464], [0.060, -0.250, 0.005], [-0.816, -0.113, -1.011], [-0.027, 0.064, 0.092], [0.428, 0.224, 0.035], [-0.252, 0.553, 0.470], [-0.166, 0.560, -0.458], [1.512, -0.691, -1.192], [0.164, 0.510, 0.141], [0.365, -0.014, -0.227], [-0.044, 0.629, 0.431], [-1.305, 0.182, -0.282], [0.221, -0.589, -0.384], [0.038, 0.027, -0.116], [0.015, 0.064, 0.197], [0.427, 0.288, -0.009], [-0.068, 0.826, 0.324], [-0.350, -0.031, 0.065], [-0.543, -0.327, 0.397], [0.461, -0.101, 0.535], [-0.088, -0.031, 0.023], [0.235, -0.021, 0.284], [-0.601, 0.180, 0.147], [0.052, -0.190, 0.606], [-0.234, 0.681, -0.172], [0.184, -0.537, 0.293], [0.094, 0.669, -0.070], [-0.571, 0.110, 0.268], [-0.380, 0.682, -0.186], [-0.089, -0.116, -0.304], [-0.281, 0.549, 0.274], [-0.485, -0.462, -0.187], [0.115, -0.401, 0.478], [-0.317, 0.416, 0.446], [0.345, -0.732, 0.288], [0.439, 0.037, -0.524], [0.491, 0.188, 0.012], [0.592, 0.482, -0.212], [0.217, 0.599, 0.323], [-0.329, -0.739, -0.557], [-0.616, -0.532, -0.083], [-0.014, -0.052, 0.054], [-0.263, -0.224, 0.091], [-0.219, -0.151, -0.062], [-0.001, -0.074, -0.620], [0.253, -0.567, -0.043], [0.069, -0.107, -0.965], [-0.227, 0.101, 0.561], [-0.390, 0.270, 0.487], [-0.047, -0.385, 0.519], [0.486, 0.251, 0.055], [0.636, -0.438, -0.191], [-2.199, 0.494, 0.997], [-0.230, -0.145, 0.527], [0.088, 0.007, -0.075], [-0.858, 0.279, 0.071], [-0.580, 0.221, 0.347], [-0.119, 0.092, -0.774], [0.680, 0.071, 0.079], [-0.555, 0.456, 0.156], [-0.434, 0.143, -0.293], [-0.019, 0.112, -0.627], [0.222, 0.111, 0.216], [-0.634, -0.123, 0.150], [-0.024, 0.039, -0.083], [0.326, 0.049, 0.082], [-0.076, -0.356, -0.690]],
  "lowdin_charge": [0.5772, 1.1234, -0.2899, -0.1036, -0.1189, 0.1614, 0.1289, 0.2474, -0.1023, -0.0108, -0.0987, 0.2572, 0.0354, 0.0066, -0.1339, 0.1909, 0.1592, -0.2769, -0.0324, -0.1674, 0.0642, -0.2040, -0.0081, -0.3853, -0.1492, -0.2300, -0.2850, -0.1130, -0.1909, -0.6191, -0.0777, -0.1790, -0.1938, -0.0531, -0.0972, -0.2310, -0.1630, -0.1105, -0.3205, -0.3923, -0.5564, -0.1364, -0.1378, -0.3129, -0.1107, -0.0308, 0.1220, -0.1542, 0.0616, 0.0289, 0.0791, 0.0699, 0.0577, 0.0894, 0.1270, 0.1240, 0.0710, 0.0987, 0.1257, 0.1246, 0.0916, 0.1301, 0.1033, 0.1286, 0.0471, 0.1711, 0.0953, 0.0678, 0.1251, 0.1121, 0.0623, 0.0683, 0.1191, 0.1416, 0.1149, 0.1421, 0.1432, 0.0947, 0.0918, 0.1119, 0.1175, 0.1245, 0.1214, 0.1201, 0.0815, 0.0615, 0.1407, 0.0795, 0.1206, 0.1307, 0.1115, 0.0919, 0.1264, 0.1193, 0.1180, 0.0589, 0.0361, 0.1263, 0.1017, 0.1265, 0.1430, 0.1156, 0.1104],
  "homo_lumo_gap_ev": 1.284,
  "charge": 2,
  "total_energy_ev": -69896.0800
}

(2)
{
  "formula": "BrCr",
  "method": "the ωB97M-V functional and the def2-TZVPD basis",
  "symbols": ["Br", "Cr"],
  "positions_angstrom": [[-0.520015, -0.287890, -0.758110], [0.520015, 0.287890, 0.758110]],
  "forces_ev_per_angstrom": [[-5.349, -2.960, -7.793], [5.349, 2.960, 7.793]],
  "mulliken_spin": [-0.1109, 4.1109],
  "homo_lumo_gap_ev": [7.707, 10.600],
  "charge": 1,
  "s2": 6.0695,
  "total_energy_ev": -98453.3788,
  "spin_multiplicity": 5,
  "e_above_lowest_kj_mol": 128.05
}

(3)
{
  "formula": "C4H8N6",
  "method": "the ωB97M-V functional and the def2-TZVPD basis",
  "symbols": ["N", "N", "N", "N", "N", "N", "C", "C", "C", "C", "H", "H", "H", "H", "H", "H", "H", "H"],
  "positions_angstrom": [[-0.059836, -2.168129, 0.411193], [-2.895980, 0.488124, -0.174698], [1.607993, 0.706574, -0.678887], [-0.688588, -0.083841, 0.270674], [-0.989862, -1.304763, 0.255549], [0.183091, 2.083920, 0.584728], [-3.793254, -0.294546, -0.318172], [-1.673514, 0.892151, 0.097122], [0.600533, 0.753478, 0.509008], [-1.072516, 2.225385, 0.238942], [-1.636781, 3.206388, 0.155634], [0.966434, 0.559717, 1.542030], [-4.497730, -0.827883, -0.805324], [1.349133, -0.163763, -1.326498], [-0.605943, -3.018520, 0.470215], [1.608717, 1.631942, -1.125814], [2.571239, 0.525868, -0.347118], [0.829852, -2.078830, 0.914667]],
  "forces_ev_per_angstrom": [[-0.363, -2.036, 0.148], [-2.986, -3.092, -0.638], [-0.661, -3.424, 0.065], [0.441, 1.158, -0.414], [0.367, 1.951, -0.023], [-1.059, 1.424, -1.291], [5.063, 4.705, 1.907], [-0.343, 2.027, -0.357], [-0.537, 0.615, 1.303], [-0.298, -1.320, 0.739], [0.968, -1.331, 0.174], [0.678, -0.856, -1.053], [-2.265, -1.691, -1.399], [0.782, 2.598, 1.065], [1.243, -0.962, 0.200], [-0.316, -0.140, -0.283], [-0.279, 0.126, -0.027], [-0.435, 0.248, -0.116]],
  "nbo_charge": [-0.5334, -0.2209, -0.7188, -0.1118, 0.1122, -0.4736, 0.3982, 0.0411, 0.1982, 0.1601, 0.2912, 0.2852, 0.2724, 0.4756, 0.4424, 0.4923, 0.4743, 0.4153],
  "homo_lumo_gap_ev": [7.374, 7.377],
  "charge": 2,
  "total_energy_ev": -13195.3627,
  "e_above_lowest_kj_mol": 332.86
}